{"formula": "C7H12FeO3", "method": "ωB97M-V/def2-TZVPD", "homo_energy_ev": [-8.87, -11.78], "total_charge": 1, "mol_weight_g_mol": 200.0, "de_lowest_kcal_mol": 0.0, "spin_multiplicity": 6, "e_lumo_ev": [-6.94, -6.94], "elements": ["C", "C", "H", "H", "H", "H", "H", "O", "C", "O", "O", "C", "C", "C", "C", "Fe", "H", "H", "H", "H", "H", "H", "H"], "xyz": [[-2.392, 2.855, -0.180], [-2.916, 2.042, -1.102], [-1.380, 3.253, -0.281], [-2.995, 3.242, 0.644], [-2.350, 1.743, -1.987], [-3.961, 1.727, -1.054], [-2.134, 0.640, 0.295], [4.942, -1.464, 0.388], [3.860, -1.295, -0.232], [3.814, -1.284, -1.490], [2.759, -1.128, 0.498], [1.529, -0.935, -0.191], [0.445, -0.805, 0.867], [-0.921, -0.920, 0.407], [-2.041, -0.297, 1.012], [5.769, -1.593, -1.429], [1.331, -1.789, -0.853], [1.580, -0.022, -0.797], [0.591, 0.030, 1.564], [0.449, -1.727, 1.509], [-1.108, -1.545, -0.475], [-2.986, -0.833, 0.870], [-1.884, 0.105, 2.018]]}

=====

{"formula": "C26H35AsBrCl40N2OS3", "method": "ωB97M-V/def2-TZVPD", "homo_energy_ev": -4.59, "total_charge": -1, "mol_weight_g_mol": 2060.7, "e_lumo_ev": 1.15, "elements": ["C", "C", "N", "C", "C", "C", "S", "S", "C", "C", "C", "As", "N", "C", "C", "O", "C", "C", "C", "S", "C", "C", "C", "Br", "H", "H", "H", "H", "H", "H", "H", "H", "H", "H", "H", "H", "H", "H", "H", "H", "H", "H", "H", "H", "H", "H", "H", "H", "H", "H", "H", "H", "H", "H", "H", "H", "H", "H", "H", "C", "Cl", "Cl", "Cl", "Cl", "C", "Cl", "Cl", "Cl", "Cl", "C", "Cl", "Cl", "Cl", "Cl", "C", "Cl", "Cl", "Cl", "Cl", "C", "Cl", "Cl", "Cl", "Cl", "C", "Cl", "Cl", "Cl", "Cl", "C", "Cl", "Cl", "Cl", "Cl", "C", "Cl", "Cl", "Cl", "Cl", "C", "Cl", "Cl", "Cl", "Cl", "C", "Cl", "Cl", "Cl", "Cl"], "xyz": [[-1.492, 2.540, -1.329], [-2.244, 1.284, -1.744], [-2.365, 1.101, -3.215], [-1.041, 1.069, -3.880], [-0.807, 2.438, -4.559], [-3.021, -0.139, -3.402], [-4.589, -0.222, -3.744], [-2.074, -1.687, -3.263], [-2.265, -2.079, -1.451], [-0.927, -1.814, -0.736], [-1.086, -1.238, 0.678], [-1.393, -2.476, 2.269], [-1.700, -3.493, 3.896], [-3.421, -2.153, 2.103], [-3.917, -0.896, 2.783], [-5.024, -0.545, 2.606], [0.603, -2.740, 2.604], [1.514, -2.765, 1.387], [2.992, -2.918, 1.873], [3.832, -4.057, 0.743], [-1.543, -4.183, 1.131], [-1.746, -5.461, 1.964], [-1.776, -6.643, 0.951], [-0.912, -8.215, 1.773], [-0.446, 2.511, -1.610], [-1.560, 2.715, -0.261], [-1.967, 3.384, -1.811], [-3.243, 1.361, -1.328], [-1.763, 0.423, -1.283], [-1.013, 0.337, -4.673], [-0.259, 0.904, -3.144], [-0.500, 3.174, -3.826], [-1.760, 2.741, -4.978], [-0.025, 2.326, -5.309], [-2.542, -3.121, -1.449], [-3.045, -1.433, -1.076], [-0.237, -2.643, -0.830], [-0.474, -1.029, -1.340], [-0.217, -0.625, 0.908], [-1.914, -0.530, 0.636], [-1.287, -1.162, 3.194], [-1.305, -3.039, 4.710], [-2.676, -3.688, 4.082], [-4.046, -2.985, 2.423], [-3.660, -1.990, 1.055], [-3.239, -0.300, 3.406], [0.702, -3.700, 3.107], [0.990, -2.002, 3.308], [1.521, -1.856, 0.795], [1.357, -3.602, 0.709], [2.972, -3.284, 2.890], [3.454, -1.939, 1.875], [5.008, -4.389, 1.313], [-0.662, -4.387, 0.532], [-2.467, -4.083, 0.562], [-2.711, -5.480, 2.451], [-0.913, -5.659, 2.617], [-1.169, -6.412, 0.091], [-2.775, -6.868, 0.604], [-5.145, 5.080, -2.682], [-5.868, 5.448, -4.255], [-6.393, 5.151, -1.431], [-4.422, 3.478, -2.716], [-3.876, 6.259, -2.318], [3.119, 2.458, -4.238], [2.816, 3.184, -2.657], [4.848, 2.557, -4.600], [2.622, 0.765, -4.212], [2.198, 3.330, -5.472], [3.207, -6.718, 4.270], [3.430, -8.335, 4.955], [3.265, -5.521, 5.573], [4.505, -6.394, 3.119], [1.649, -6.632, 3.452], [-0.523, 2.235, 4.872], [0.312, 3.308, 3.733], [0.475, 1.984, 6.318], [-2.065, 2.973, 5.337], [-0.797, 0.655, 4.091], [-1.996, 8.824, 0.716], [-0.387, 9.259, 0.128], [-2.245, 9.516, 2.323], [-3.219, 9.456, -0.395], [-2.127, 7.068, 0.801], [2.486, 5.702, 1.350], [1.025, 4.982, 0.665], [2.376, 5.658, 3.110], [3.902, 4.791, 0.818], [2.625, 7.381, 0.806], [3.887, -0.739, 6.730], [5.428, -0.260, 6.007], [3.735, -0.008, 8.336], [2.555, -0.192, 5.713], [3.822, -2.506, 6.894], [3.224, -7.948, -1.492], [2.546, -7.699, -3.108], [1.915, -8.040, -0.313], [4.146, -9.462, -1.471], [4.290, -6.601, -1.090], [2.991, 0.360, -8.284], [2.852, -0.001, -10.011], [4.282, 1.538, -8.036], [1.462, 1.023, -7.700], [3.368, -1.123, -7.404], [1.994, 11.076, -2.805], [2.735, 10.756, -4.376], [2.669, 9.971, -1.600], [2.327, 12.744, -2.325], [0.250, 10.830, -2.912]]}

=====

{"formula": "C18H18F3N3O3", "method": "ωB97M-V/def2-TZVPD", "homo_energy_ev": -8.95, "total_charge": 0, "mol_weight_g_mol": 381.4, "de_lowest_kcal_mol": 40.8, "e_lumo_ev": 0.05, "smiles": "CN(c1cc(C(F)(F)F)nc(OCCC(=O)O)n1)c1cccc2c1CCC2", "elements": ["O", "F", "F", "F", "N", "N", "O", "O", "C", "C", "C", "C", "C", "C", "C", "C", "C", "C", "C", "N", "C", "C", "C", "C", "C", "C", "C", "H", "H", "H", "H", "H", "H", "H", "H", "H", "H", "H", "H", "H", "H", "H", "H", "H", "H"], "xyz": [[-4.469, -2.721, -5.251], [0.124, -2.405, 3.245], [-1.493, -3.601, 2.472], [0.530, -4.162, 2.132], [0.007, -0.924, -1.404], [-0.956, -2.638, -0.120], [-2.384, -2.022, -4.782], [-1.905, -1.806, -2.108], [-3.597, -2.534, -4.382], [-0.880, -1.845, -1.237], [0.733, -0.518, -0.432], [-0.183, -2.267, 0.925], [0.628, -1.112, 0.786], [4.050, 1.871, 1.800], [3.533, 1.284, 0.630], [3.326, 2.762, 2.595], [2.111, 1.361, 0.420], [1.962, 2.923, 2.321], [1.376, 2.242, 1.190], [1.587, 0.608, -0.667], [-0.286, -3.091, 2.155], [1.611, 1.091, -2.082], [-2.807, -2.875, -2.013], [-3.997, -2.619, -2.975], [0.827, 3.781, 3.022], [-0.006, 2.517, 1.059], [-0.450, 3.189, 2.314], [-1.862, -1.920, -4.016], [1.100, -0.733, 1.731], [5.032, 1.603, 1.983], [4.134, 0.548, 0.116], [3.579, 3.333, 3.495], [2.277, 1.908, -2.199], [1.822, 0.183, -2.755], [0.611, 1.472, -2.360], [-3.255, -3.092, -1.018], [-2.237, -3.757, -2.305], [-4.653, -3.498, -2.828], [-4.570, -1.789, -2.581], [0.939, 4.884, 3.012], [0.907, 3.385, 4.045], [-0.127, 2.998, 0.116], [-0.555, 1.659, 0.978], [-1.198, 3.893, 2.076], [-0.935, 2.434, 2.901]]}